Formula: C22H32CoNO6S2Sb
Source: the OMol25 dataset
Level of theory: ωB97M-V with the def2-TZVPD basis set

Values from the calculation:
Frontier orbital gap (alpha / beta) ... 0.231 / 0.242 Ha
Total charge ... -2
2S+1 ... 4
ΔE to the lowest compared entry with this formula, charge and spin ... 0.077 eV
E_HOMO (alpha / beta) ... -1.94 / -2.24 eV

Atoms and positions in Å:
Co  0.838  0.923  0.698
O  4.002  0.977  2.780
S  3.036  0.198  2.033
O  3.360  -1.243  2.039
O  1.624  0.384  2.548
O  2.912  0.684  0.598
C  -0.446  0.805  -2.228
N  0.848  1.216  -1.698
C  1.915  0.447  -2.328
C  1.042  2.652  -1.914
C  0.549  3.509  -0.762
C  0.427  4.882  -0.962
C  0.083  5.714  0.091
C  -0.132  5.157  1.346
C  -0.009  3.785  1.522
C  0.326  2.905  0.481
H  -0.480  0.935  -3.323
H  -1.232  1.409  -1.774
H  -0.637  -0.238  -1.977
H  2.022  0.711  -3.395
H  1.684  -0.616  -2.255
H  2.850  0.623  -1.800
H  0.544  2.950  -2.852
H  2.112  2.836  -2.053
H  0.612  5.305  -1.947
H  -0.006  6.785  -0.062
H  -0.384  5.797  2.187
H  -0.169  3.378  2.518
C  4.522  -3.633  -0.449
C  3.373  -3.912  0.510
Sb  1.715  -2.545  0.258
C  0.614  -3.411  1.912
C  0.882  -2.780  3.271
C  0.600  -3.832  -1.177
C  0.610  -5.343  -0.989
H  5.364  -4.320  -0.307
H  4.892  -2.617  -0.302
H  4.204  -3.721  -1.493
H  3.693  -3.742  1.539
H  3.010  -4.938  0.420
H  0.868  -4.476  1.918
H  -0.439  -3.312  1.639
H  1.921  -2.917  3.573
H  0.235  -3.220  4.040
H  0.711  -1.704  3.247
H  0.962  -3.583  -2.180
H  -0.424  -3.449  -1.120
H  1.608  -5.757  -1.147
H  -0.065  -5.856  -1.685
H  0.302  -5.622  0.020
O  -6.833  3.356  0.249
C  -6.440  2.283  -0.504
O  -7.203  1.864  -1.342
C  -5.112  1.719  -0.200
C  -4.174  2.339  0.636
C  -2.971  1.736  0.930
C  -2.642  0.469  0.410
S  -1.185  -0.342  0.874
C  -3.566  -0.117  -0.475
C  -4.771  0.486  -0.765
H  -6.161  3.524  0.919
H  -4.347  3.330  1.049
H  -2.245  2.235  1.557
H  -3.316  -1.075  -0.913
H  -5.481  0.014  -1.431

***

Formula: C22H32GdI3N3S
Source: the OMol25 dataset
Level of theory: ωB97M-V with the def2-TZVPD basis set

Values from the calculation:
Frontier orbital gap (alpha / beta) ... 0.178 / 0.297 Ha
Total charge ... +1
2S+1 ... 8
ΔE to the lowest compared entry with this formula, charge and spin ... 1.455 eV
E_HOMO (alpha / beta) ... -9.98 / -10.62 eV

Atoms and positions in Å:
Gd  0.539  -0.858  -2.114
N  1.708  0.013  0.080
C  2.671  -0.953  0.557
C  2.379  -1.693  1.694
C  3.264  -2.660  2.139
C  4.444  -2.888  1.444
C  4.720  -2.152  0.301
C  3.834  -1.185  -0.168
C  4.123  -0.482  -1.459
C  4.780  0.747  -1.463
C  5.113  1.368  -2.660
C  4.809  0.762  -3.870
C  4.150  -0.458  -3.888
C  3.808  -1.073  -2.691
H  1.145  0.325  0.859
H  2.173  0.836  -0.290
H  1.454  -1.513  2.233
H  3.033  -3.233  3.029
H  5.145  -3.641  1.787
H  5.628  -2.337  -0.263
H  5.046  1.210  -0.518
H  5.621  2.325  -2.645
H  5.076  1.245  -4.803
H  3.904  -0.927  -4.834
I  -0.583  -3.502  -0.838
C  0.706  -4.528  -2.218
I  2.621  -2.912  -2.659
H  0.062  -4.781  -3.059
H  1.020  -5.421  -1.677
I  1.177  1.854  -2.995
C  -5.253  -1.339  0.960
C  -4.732  -1.420  2.395
C  -3.213  -1.535  2.542
C  -2.415  -0.348  2.013
N  -2.297  -0.437  0.543
C  -1.946  0.449  -0.395
S  -2.154  -0.022  -2.056
N  -1.424  1.644  -0.155
C  -1.235  2.387  1.100
C  -2.434  3.254  1.487
C  -2.522  4.591  0.750
C  -2.793  4.488  -0.753
H  -6.343  -1.342  0.951
H  -4.923  -2.199  0.366
H  -4.933  -0.427  0.450
H  -5.176  -2.290  2.885
H  -5.074  -0.546  2.959
H  -2.851  -2.449  2.052
H  -2.969  -1.644  3.600
H  -1.422  -0.353  2.461
H  -2.911  0.581  2.294
H  -2.715  -1.257  0.133
H  -1.254  2.159  -1.006
H  -0.356  3.017  0.950
H  -0.991  1.692  1.891
H  -2.372  3.440  2.563
H  -3.351  2.681  1.315
H  -1.597  5.151  0.919
H  -3.318  5.175  1.216
H  -1.939  4.088  -1.308
H  -2.997  5.472  -1.176
H  -3.659  3.852  -0.956

***

Formula: C22H32N4O
Source: the OMol25 dataset
Level of theory: ωB97M-V with the def2-TZVPD basis set

Values from the calculation:
Frontier orbital gap ... 0.314 Ha
Structure (SMILES) ... Cn1c(CCN2CCCCC2)nc2cc(NC(=O)C3CCCCC3)ccc21
Total charge ... 0
2S+1 ... 1
ΔE to the lowest compared entry with this formula, charge and spin ... 0.101 eV
E_HOMO ... -7.87 eV

Atoms and positions in Å:
C  -1.290  4.276  -0.223
N  -0.838  3.037  -0.787
C  0.070  2.824  -1.791
N  0.241  1.560  -2.063
C  -0.579  0.873  -1.208
C  -0.789  -0.490  -1.063
C  -1.692  -0.910  -0.097
C  -2.374  0.013  0.710
C  -2.171  1.370  0.574
C  -1.271  1.793  -0.389
H  -2.700  2.069  1.204
H  -3.065  -0.358  1.447
N  -1.892  -2.293  0.034
C  -2.688  -2.983  0.897
O  -3.408  -2.476  1.730
C  -2.548  -4.494  0.735
C  -1.322  -4.955  1.534
C  -1.160  -6.470  1.442
C  -2.413  -7.171  1.956
C  -3.637  -6.718  1.164
C  -3.800  -5.205  1.248
H  -3.973  -4.902  2.282
H  -4.664  -4.886  0.662
H  -4.533  -7.206  1.552
H  -3.521  -7.015  0.119
H  -2.556  -6.929  3.011
H  -2.294  -8.254  1.873
H  -0.291  -6.781  2.025
H  -0.985  -6.755  0.402
H  -1.456  -4.665  2.579
H  -0.421  -4.460  1.163
H  -2.400  -4.738  -0.323
H  -1.339  -2.843  -0.609
H  -0.260  -1.193  -1.688
C  0.792  3.928  -2.476
H  0.074  4.693  -2.782
H  1.264  3.524  -3.371
C  1.883  4.572  -1.595
N  3.183  3.990  -1.857
C  4.290  4.778  -1.350
C  4.461  4.697  0.173
C  4.622  3.238  0.594
C  3.455  2.411  0.061
C  3.329  2.600  -1.455
H  2.486  2.029  -1.841
H  4.240  2.228  -1.936
H  3.605  1.353  0.282
H  2.528  2.720  0.550
H  4.680  3.162  1.682
H  5.556  2.848  0.179
H  5.334  5.280  0.474
H  3.586  5.129  0.664
H  4.153  5.817  -1.662
H  5.199  4.399  -1.829
H  1.581  4.507  -0.536
H  1.958  5.633  -1.851
H  -0.968  5.110  -0.843
H  -0.890  4.410  0.786
H  -2.381  4.277  -0.165

***

Formula: C22H32N4O2
Source: the OMol25 dataset
Level of theory: ωB97M-V with the def2-TZVPD basis set

Values from the calculation:
Frontier orbital gap ... 0.331 Ha
Structure (SMILES) ... COCCN1CCN(Cc2nc(C3(c4ccc(C)cc4)CCCC3)no2)CC1
Total charge ... 0
2S+1 ... 1
ΔE to the lowest compared entry with this formula, charge and spin ... 2.993 eV
E_HOMO ... -8.22 eV

Atoms and positions in Å:
C  4.226  -0.827  -1.922
O  3.929  -2.147  -1.544
C  2.553  -2.412  -1.410
C  1.931  -1.769  -0.158
N  0.916  -2.631  0.414
C  0.633  -2.304  1.804
C  -0.318  -3.356  2.379
N  -1.559  -3.492  1.643
C  -1.294  -3.655  0.228
C  -0.315  -2.627  -0.355
H  -0.086  -2.906  -1.385
H  -0.769  -1.619  -0.376
H  -2.238  -3.624  -0.320
H  -0.849  -4.648  0.104
C  -2.650  -2.614  2.000
C  -2.606  -1.234  1.431
N  -1.792  -0.261  1.708
C  -2.168  0.725  0.844
N  -3.176  0.375  0.094
O  -3.472  -0.903  0.467
C  -1.435  2.016  0.742
C  -0.428  1.859  -0.392
C  0.901  2.246  -0.298
C  1.742  2.166  -1.397
C  1.287  1.697  -2.619
C  -0.040  1.291  -2.708
C  -0.882  1.377  -1.618
H  -1.915  1.079  -1.717
H  -0.421  0.918  -3.648
C  2.173  1.666  -3.828
H  2.074  0.720  -4.357
H  1.882  2.460  -4.516
H  3.215  1.815  -3.555
H  2.770  2.488  -1.298
H  1.302  2.636  0.624
C  -2.383  3.199  0.395
H  -3.381  2.839  0.156
H  -1.995  3.727  -0.477
C  -2.364  4.121  1.615
H  -2.537  5.162  1.344
H  -3.132  3.820  2.330
C  -0.983  3.888  2.220
H  -0.224  4.390  1.617
H  -0.905  4.243  3.247
C  -0.835  2.375  2.115
H  -1.435  1.898  2.891
H  0.186  2.020  2.235
H  -2.681  -2.542  3.090
H  -3.581  -3.074  1.647
H  -0.543  -3.127  3.422
H  0.178  -4.331  2.331
H  1.572  -2.334  2.362
H  0.193  -1.301  1.910
H  1.535  -0.763  -0.386
H  2.730  -1.666  0.580
H  2.020  -2.097  -2.319
H  2.480  -3.498  -1.308
H  3.896  -0.101  -1.172
H  3.756  -0.580  -2.881
H  5.309  -0.773  -2.025

***

Formula: C22H32O2
Source: the OMol25 dataset
Level of theory: ωB97M-V with the def2-TZVPD basis set

Values from the calculation:
Frontier orbital gap ... 0.357 Ha
Structure (SMILES) ... CC/C=C\C/C=C\C/C=C\C/C=C\C/C=C\C/C=C\CCC(=O)O
Total charge ... 0
2S+1 ... 1
ΔE to the lowest compared entry with this formula, charge and spin ... 1.475 eV
E_HOMO ... -8.90 eV

Atoms and positions in Å:
C  2.382  2.815  -3.340
H  2.226  2.223  -4.239
H  3.299  3.388  -3.459
H  1.554  3.514  -3.236
C  2.470  1.910  -2.111
C  2.725  2.720  -0.874
C  1.839  3.032  0.066
C  0.399  2.634  0.115
C  -0.476  3.751  0.605
C  -1.770  3.625  0.858
C  -2.525  2.337  0.727
C  -2.290  1.430  1.905
C  -2.768  0.199  1.991
C  -3.600  -0.450  0.917
C  -4.045  -1.828  1.306
C  -3.277  -2.905  1.262
C  -1.854  -2.921  0.773
C  -1.840  -3.190  -0.705
C  -1.234  -2.490  -1.651
C  -0.364  -1.276  -1.485
C  0.997  -1.543  -2.071
C  1.963  -2.239  -1.491
C  1.897  -2.869  -0.133
H  2.216  -3.912  -0.201
H  0.879  -2.843  0.248
C  2.821  -2.132  0.850
C  2.403  -0.684  0.909
O  1.308  -0.296  1.228
O  3.382  0.136  0.538
H  3.075  1.067  0.484
H  2.725  -2.571  1.845
H  3.861  -2.184  0.527
H  2.907  -2.364  -2.006
H  1.166  -1.149  -3.065
H  -0.822  -0.443  -2.027
H  -0.273  -0.991  -0.437
H  -1.333  -2.816  -2.680
H  -2.422  -4.056  -0.997
H  -1.319  -3.730  1.280
H  -1.362  -1.980  1.011
H  -3.684  -3.864  1.556
H  -5.059  -1.915  1.674
H  -4.474  0.176  0.714
H  -3.017  -0.496  -0.008
H  -2.569  -0.400  2.868
H  -1.701  1.841  2.713
H  -2.222  1.814  -0.186
H  -3.597  2.541  0.641
H  -2.332  4.478  1.214
H  0.005  4.712  0.738
H  0.054  2.313  -0.871
H  0.291  1.772  0.784
H  2.165  3.635  0.906
H  3.735  3.105  -0.791
H  3.293  1.204  -2.246
H  1.552  1.331  -2.012

***

Formula: C22H32O3
Source: the OMol25 dataset
Level of theory: ωB97M-V with the def2-TZVPD basis set

Values from the calculation:
Frontier orbital gap ... 0.150 Ha
Total charge ... 0
2S+1 ... 1
ΔE to the lowest compared entry with this formula, charge and spin ... 0.000 eV
E_HOMO ... -6.15 eV

Atoms and positions in Å:
C  1.246  -1.896  4.062
C  0.575  -1.716  2.724
O  1.534  -1.081  1.859
C  1.091  -0.826  0.600
C  2.173  -0.222  -0.188
C  1.993  0.007  -1.585
O  0.948  -0.217  -2.207
C  3.210  0.587  -2.350
C  3.417  2.083  -2.172
C  4.105  2.584  -0.898
C  3.316  2.452  0.419
C  3.695  1.230  1.248
C  3.501  -0.092  0.483
O  -0.057  -1.087  0.272
H  0.529  -2.340  4.757
H  2.111  -2.564  3.990
H  1.586  -0.940  4.474
H  0.285  -2.688  2.303
H  -0.313  -1.074  2.821
H  4.118  0.022  -2.101
H  2.998  0.414  -3.412
H  4.052  2.403  -3.008
H  2.457  2.601  -2.299
H  5.095  2.116  -0.795
H  4.291  3.658  -1.054
H  3.527  3.346  1.026
H  2.236  2.449  0.221
H  4.755  1.282  1.535
H  3.092  1.203  2.168
H  3.596  -0.917  1.203
H  4.300  -0.181  -0.263
C  -1.306  2.302  -0.586
C  -1.617  0.995  -1.164
C  -2.567  0.043  -0.811
C  -2.831  -1.049  -1.725
C  -2.164  -1.087  -3.061
C  -3.709  -2.060  -1.370
C  -4.345  -2.085  -0.121
C  -5.241  -3.222  0.262
C  -4.144  -1.002  0.742
C  -3.304  0.057  0.430
C  -3.185  1.171  1.415
H  -0.706  2.844  -1.332
H  -2.186  2.915  -0.354
H  -0.672  2.199  0.307
H  -0.997  0.759  -2.022
H  -2.408  -2.031  -3.561
H  -2.516  -0.260  -3.694
H  -1.072  -1.016  -2.964
H  -3.893  -2.870  -2.079
H  -5.645  -3.056  1.265
H  -6.085  -3.333  -0.430
H  -4.696  -4.175  0.265
H  -4.665  -0.998  1.702
H  -3.805  0.937  2.291
H  -2.154  1.307  1.766
H  -3.549  2.117  0.994

***

Formula: C22H33Cl3IrO2
Source: the OMol25 dataset
Level of theory: ωB97M-V with the def2-TZVPD basis set

Values from the calculation:
Frontier orbital gap (alpha / beta) ... 0.153 / 0.151 Ha
Total charge ... -2
2S+1 ... 6
ΔE to the lowest compared entry with this formula, charge and spin ... 3.367 eV
E_HOMO (alpha / beta) ... -0.05 / -0.04 eV

Atoms and positions in Å:
C  -0.807  0.743  -3.417
C  -1.058  -0.667  -3.697
C  0.354  -1.331  -3.654
C  -2.269  -1.368  -4.105
C  1.261  -0.225  -3.373
C  0.571  0.957  -3.292
C  1.208  2.305  -3.244
C  -1.895  1.758  -3.467
C  0.612  -2.710  -4.033
C  2.723  -0.415  -3.352
Ir  -0.628  -1.505  -2.046
Cl  -1.383  -3.136  -1.161
Cl  -1.947  -0.074  -0.359
Cl  1.353  -1.619  -0.474
H  -3.098  -0.675  -4.031
H  -2.445  -2.196  -3.403
H  -2.180  -1.754  -5.096
H  -0.137  -3.364  -3.580
H  1.582  -2.983  -3.678
H  0.576  -2.810  -5.119
H  3.006  -1.382  -2.902
H  3.195  0.392  -2.766
H  3.191  -0.378  -4.355
H  2.122  2.275  -2.651
H  0.532  3.046  -2.783
H  1.481  2.705  -4.241
H  -2.799  1.365  -2.992
H  -2.154  2.043  -4.490
H  -1.578  2.644  -2.944
O  0.734  1.937  -0.145
H  0.839  0.803  0.095
C  1.918  2.862  2.274
C  0.608  2.847  3.028
C  -0.506  3.270  2.059
C  0.288  1.510  3.711
C  -0.017  1.456  5.063
C  -0.418  0.251  5.626
C  -0.646  -0.899  4.876
C  -0.350  -0.872  3.501
C  -0.583  -2.056  2.581
C  0.549  -3.093  2.718
C  -1.933  -2.760  2.832
C  0.394  0.263  2.945
O  1.099  0.112  1.970
H  1.864  2.161  1.414
H  2.758  2.540  2.943
H  2.134  3.852  1.900
H  0.659  3.578  3.837
H  -0.548  2.582  1.198
H  -1.492  3.272  2.583
H  -0.311  4.266  1.696
H  0.067  2.367  5.656
H  -0.608  0.207  6.719
H  -1.046  -1.812  5.300
H  -0.578  -1.651  1.574
H  0.576  -3.496  3.693
H  0.436  -3.863  1.963
H  1.524  -2.550  2.524
H  -2.746  -2.013  2.710
H  -2.075  -3.532  2.061
H  -1.978  -3.181  3.802

***

Please write out number 4 again, unchanged.
Formula: C22H32N4O2
Source: the OMol25 dataset
Level of theory: ωB97M-V with the def2-TZVPD basis set

Values from the calculation:
Frontier orbital gap ... 0.331 Ha
Structure (SMILES) ... COCCN1CCN(Cc2nc(C3(c4ccc(C)cc4)CCCC3)no2)CC1
Total charge ... 0
2S+1 ... 1
ΔE to the lowest compared entry with this formula, charge and spin ... 2.993 eV
E_HOMO ... -8.22 eV

Atoms and positions in Å:
C  4.226  -0.827  -1.922
O  3.929  -2.147  -1.544
C  2.553  -2.412  -1.410
C  1.931  -1.769  -0.158
N  0.916  -2.631  0.414
C  0.633  -2.304  1.804
C  -0.318  -3.356  2.379
N  -1.559  -3.492  1.643
C  -1.294  -3.655  0.228
C  -0.315  -2.627  -0.355
H  -0.086  -2.906  -1.385
H  -0.769  -1.619  -0.376
H  -2.238  -3.624  -0.320
H  -0.849  -4.648  0.104
C  -2.650  -2.614  2.000
C  -2.606  -1.234  1.431
N  -1.792  -0.261  1.708
C  -2.168  0.725  0.844
N  -3.176  0.375  0.094
O  -3.472  -0.903  0.467
C  -1.435  2.016  0.742
C  -0.428  1.859  -0.392
C  0.901  2.246  -0.298
C  1.742  2.166  -1.397
C  1.287  1.697  -2.619
C  -0.040  1.291  -2.708
C  -0.882  1.377  -1.618
H  -1.915  1.079  -1.717
H  -0.421  0.918  -3.648
C  2.173  1.666  -3.828
H  2.074  0.720  -4.357
H  1.882  2.460  -4.516
H  3.215  1.815  -3.555
H  2.770  2.488  -1.298
H  1.302  2.636  0.624
C  -2.383  3.199  0.395
H  -3.381  2.839  0.156
H  -1.995  3.727  -0.477
C  -2.364  4.121  1.615
H  -2.537  5.162  1.344
H  -3.132  3.820  2.330
C  -0.983  3.888  2.220
H  -0.224  4.390  1.617
H  -0.905  4.243  3.247
C  -0.835  2.375  2.115
H  -1.435  1.898  2.891
H  0.186  2.020  2.235
H  -2.681  -2.542  3.090
H  -3.581  -3.074  1.647
H  -0.543  -3.127  3.422
H  0.178  -4.331  2.331
H  1.572  -2.334  2.362
H  0.193  -1.301  1.910
H  1.535  -0.763  -0.386
H  2.730  -1.666  0.580
H  2.020  -2.097  -2.319
H  2.480  -3.498  -1.308
H  3.896  -0.101  -1.172
H  3.756  -0.580  -2.881
H  5.309  -0.773  -2.025